# 1
C14H14Cl2O7 | the ωB97M-V functional and the def2-TZVPD basis

Summary:
LUMO energy: 0.0135 Eh
total energy: -54119.47009 eV

XYZ file:
```
37
Properties=species:S:1:pos:R:3:forces:R:3
Cl 2.19165 -2.11279 -3.93385 -0.059 0.019 -0.029
H 2.98791 0.08352 -3.62074 0.001 -0.131 0.036
O 0.34943 0.73797 0.20669 -0.779 -0.582 0.464
C 2.50676 -0.65425 -2.98477 0.021 0.235 -0.100
C -1.18908 3.89276 -1.88221 1.531 0.523 -1.311
C -3.93963 -1.46796 0.44394 1.843 1.104 0.088
H 4.96679 -2.38892 2.69125 -1.060 0.471 -0.266
C 3.51779 -2.55954 1.02871 -1.467 1.838 1.155
C -2.49731 1.88404 -0.18523 -0.857 -0.163 -1.924
C 1.57026 -1.00875 1.21487 -0.318 -0.814 0.730
H -3.37397 2.59250 -0.12518 0.858 -0.758 0.207
C -2.17122 1.75766 -1.74868 -0.058 -1.332 1.013
H -1.84085 4.31529 -1.07406 0.008 -1.205 -0.389
H 1.81699 -2.37720 -0.48552 0.528 -0.040 1.099
H 1.42587 0.33094 3.02382 0.524 -0.707 -0.559
C -2.00311 -0.40859 1.19805 -1.329 -0.802 -0.320
H -1.65813 2.35522 0.38138 -0.552 -0.896 -0.384
O -2.94146 -1.48471 1.44771 -0.860 0.460 -0.814
H 3.61818 -0.55726 4.01814 -0.076 -0.582 -0.898
H -1.89974 0.68770 -1.97052 -0.078 1.186 0.186
C 2.00870 -0.45253 2.49340 1.901 -2.129 -1.160
O -0.52262 4.66973 -2.51492 -0.445 -0.272 0.549
O -0.93915 -1.09900 0.53330 1.098 1.013 0.823
H 1.56175 -0.26305 -2.61503 0.078 -0.100 0.039
O -1.04278 2.55124 -2.16705 -1.765 1.032 0.935
Cl 3.55973 -1.00028 -1.60632 0.605 0.700 -1.055
C 3.99393 -1.99532 2.30388 -0.967 -0.013 -0.857
H 4.07980 -3.33837 0.46413 -0.402 0.786 0.732
C 0.25719 -0.39320 0.62461 1.758 0.623 -0.524
H -3.70921 0.81617 1.18275 0.525 -0.556 -0.764
H -3.11052 1.95749 -2.33089 1.016 0.158 0.345
C 2.27392 -2.04220 0.46940 0.128 0.519 2.862
O -3.58458 -0.45160 -0.48384 -0.845 -0.453 1.208
O -4.89894 -2.14355 0.41206 0.307 -0.072 -0.107
C -2.97254 0.50154 0.37832 0.999 1.607 1.930
C 3.26864 -0.98073 3.05261 -1.496 -0.204 -2.171
H -1.66046 0.04605 2.15979 -0.316 -0.464 -0.768
```
Positions in Å, forces in eV/Å.

# 2
C36H76O10 | the ωB97M-V functional and the def2-TZVPD basis

Summary:
relative energy (zero: lowest compared OMol25 entry of this formula, charge and spin): 49.0 kcal/mol
LUMO energy: 0.0196 Eh
total energy: -59030.56457 eV

XYZ file:
```
122
Properties=species:S:1:pos:R:3:forces:R:3
C -2.66315 16.66310 -19.21721 1.858 0.426 0.522
C -1.39720 12.06166 -11.39646 -1.068 -0.201 -2.100
H -0.63473 19.07905 -20.30675 -0.524 0.372 -0.698
H 3.65098 4.99771 -9.13817 -0.286 0.026 0.136
H -2.31342 5.50873 -4.47003 0.155 -0.342 -0.212
H 7.01007 5.58314 -7.52063 0.115 -0.516 -0.215
C -0.56248 17.80987 -18.73295 -2.129 -0.896 1.386
C 5.13768 6.60774 -7.60156 0.521 2.107 -0.238
H -2.44870 4.01757 -1.85715 -0.376 -0.471 -0.505
O 0.85085 14.60001 -2.78129 -1.366 1.789 0.766
H -5.45775 13.32469 0.45231 0.281 0.203 0.447
H -4.10278 12.98361 -3.36752 0.125 0.168 0.050
H -3.55896 0.87957 -10.95578 -0.044 -0.289 0.120
H 2.60582 12.56131 -2.80220 -0.280 0.355 0.640
H -2.60730 15.58026 -19.32872 -0.603 0.106 -0.419
C 3.40651 9.38374 -16.73165 1.057 -1.145 0.869
C 3.78219 10.74624 -17.27364 0.533 -0.306 -0.472
C -3.00934 5.96728 -3.76751 0.383 -0.350 -1.565
H -6.66500 14.61212 -1.30007 -0.379 -0.261 0.650
H -1.93048 1.17938 -13.42839 -0.071 -0.306 0.076
H -4.16206 3.09188 -13.70548 -0.115 -0.899 -0.675
C -3.01397 4.93406 -1.68796 0.803 1.126 -0.748
H -3.48052 11.97819 -12.13117 0.102 0.209 0.560
C 4.30899 8.37929 -17.48563 -0.216 -1.185 -0.078
O -2.65115 2.70857 -10.91380 -0.992 1.096 -1.356
H -3.58411 20.07960 -10.34720 0.132 0.159 -0.167
H -3.06449 17.87161 -21.05720 0.088 0.274 0.262
H -1.13460 12.15394 -9.56789 -0.153 -0.209 0.574
H -4.54786 3.34513 -11.63496 -0.086 -0.197 0.365
C -4.98063 13.12317 -2.73664 1.232 1.175 -0.377
C 2.31913 13.20293 -3.63540 2.900 -0.745 -0.393
H 5.55719 4.80497 -6.77530 0.627 -0.899 -0.012
C -4.84736 12.43276 -1.38387 0.275 0.074 0.089
C -4.28210 5.16396 -3.67024 -0.462 -0.896 -0.173
H -3.63617 0.70974 -13.17792 0.141 0.036 -0.311
O 5.65872 4.70573 -8.84814 0.041 -0.535 -1.557
H 3.89903 7.52045 -9.15798 -0.597 -0.569 0.095
C -0.56181 19.24250 -9.07829 -2.104 -1.207 0.023
H -1.39470 13.14786 -11.48741 0.728 0.187 -0.127
H 2.80188 15.16593 -2.53292 0.533 -0.331 -0.363
C -2.82795 20.00409 -9.56578 -0.540 -0.019 -0.496
H -2.86257 5.09702 -0.62090 -0.078 0.768 -0.092
C -3.49051 3.46089 -11.87309 1.102 0.040 1.538
H 4.53135 5.28636 -10.59463 0.818 -0.340 0.031
C -2.69399 1.36399 -11.40886 0.270 0.642 1.655
O 4.76303 10.45731 -18.28308 -0.380 1.168 -1.532
C -10.04576 12.53052 -12.17133 -1.792 0.100 -2.024
H -0.48175 11.54834 -11.69068 0.477 0.492 -0.135
H -9.05911 14.12499 -13.06515 -0.270 0.524 -0.537
H -4.97511 5.82445 -1.74155 0.112 -0.117 0.350
C -2.48024 11.59935 -12.34097 -0.629 -0.010 -1.157
H 4.70398 7.55240 -16.89545 -0.055 0.200 0.534
H 6.23717 9.41660 -17.39368 0.143 -0.375 0.460
H -3.03115 20.77035 -8.81767 0.122 0.085 -0.053
C 4.58977 5.40571 -9.51276 -0.387 0.225 0.294
H 5.76011 7.47122 -7.36688 0.054 -0.052 0.617
O -2.44465 5.97662 -2.51380 1.390 0.541 2.312
H -0.28081 18.39639 -17.85845 0.211 0.175 -0.244
C -1.37267 18.52316 -19.72835 0.219 2.097 -1.135
H 2.36901 9.06322 -16.82634 0.023 0.451 0.279
H -5.09270 5.62050 -4.23822 -0.245 0.036 0.485
H 4.25324 11.45245 -16.58992 0.074 -0.377 0.642
H 0.14867 19.86843 -8.53835 -0.179 -0.247 0.196
C -3.21465 2.87182 -13.21345 -0.991 0.518 -0.389
H -3.12876 6.96671 -4.18582 -0.268 0.333 0.554
O -1.76207 11.70076 -10.13579 -0.065 -0.277 2.298
C 4.74075 6.83627 -9.05074 -0.383 0.602 0.120
H -4.15499 4.16499 -4.08737 0.163 0.014 -0.256
H 3.16139 12.98834 -4.29317 0.266 0.234 -0.445
H -1.77526 0.92332 -11.02176 -0.104 -0.355 -0.253
H -5.36852 15.66653 -0.70852 0.056 0.348 -0.614
C 5.40271 9.20776 -18.06312 0.003 1.020 0.458
H -3.60409 17.01809 -18.79684 -0.020 -0.206 -0.001
C -2.22680 17.50631 -20.46312 0.275 -1.316 0.999
H -10.47406 12.28447 -10.14043 -0.176 0.155 0.306
O -1.60394 18.74623 -8.19848 0.430 -0.949 1.743
H -3.94193 11.86305 -1.17479 0.188 0.013 -0.702
H -8.87786 11.84325 -10.62235 0.587 0.583 0.607
H -4.87046 4.02975 -1.84944 -0.686 0.126 -0.278
H -2.98098 17.77024 -9.44676 0.479 0.040 -0.730
C -10.04200 13.99293 -12.61285 0.319 -0.018 -0.464
H 1.48134 12.67525 -4.09122 -0.406 0.945 0.010
H -3.73569 18.61697 -8.21181 0.522 0.167 0.871
H -10.97968 14.98665 -10.87017 -0.615 -0.541 -0.129
H -2.60477 10.52207 -12.45080 0.363 -0.104 0.267
H -9.41785 11.88873 -12.78936 -0.027 0.159 -0.019
O -1.60411 16.90613 -18.19148 0.481 -0.317 -0.880
O -5.04240 14.55925 -2.43755 0.858 -0.412 -2.441
H -10.88453 14.30370 -13.23065 0.317 -0.164 -0.344
C 2.17055 14.70505 -3.29259 -1.487 -2.592 -0.486
H 3.79805 7.83936 -18.28283 -0.330 0.389 -0.217
H -2.28075 11.99346 -13.33745 0.242 -0.085 -0.179
H 2.89509 11.29085 -17.59699 0.197 -0.098 -1.000
H 5.50314 7.43443 -9.54980 0.522 -0.651 -0.288
C -4.86263 13.62851 -0.40887 -1.997 -0.823 0.759
H -0.09970 18.35340 -9.50731 0.487 0.197 -0.108
C -1.39970 20.00581 -10.07550 0.584 1.610 -1.598
C -2.86100 18.68040 -8.85912 0.186 0.314 0.223
C -9.64615 12.60129 -10.77470 0.463 -1.093 2.106
C -4.43011 4.97767 -2.15872 -0.892 -0.764 0.126
H -3.89013 14.00547 -0.09228 0.043 -0.336 -0.199
H -5.81301 12.82375 -3.37349 -0.445 -0.013 0.450
H 5.84633 8.78721 -18.96559 -0.319 0.364 -0.291
H -0.93788 20.98540 -10.19887 -0.403 0.352 0.012
H -2.05177 19.21376 -19.22835 0.113 0.239 0.016
H -1.42044 19.62124 -11.09520 0.288 -0.504 0.080
H 3.78480 9.34064 -15.71030 -0.733 -0.104 0.349
H -3.26587 4.52738 -11.85649 0.221 -0.079 0.478
H 0.33169 17.41536 -19.21556 -0.073 -0.976 0.271
H 0.91467 14.44870 -1.83543 -0.108 0.030 0.010
C -2.85092 1.40943 -12.89175 0.088 0.218 -1.562
C -10.01792 14.75115 -11.32585 0.029 0.741 0.876
C 5.95579 5.33391 -7.64100 -0.968 0.899 1.210
H -11.06869 12.15591 -12.20852 0.005 -0.253 -0.314
H -5.65446 11.70358 -1.31321 -0.260 0.309 0.678
H -2.51664 3.46152 -13.80769 0.582 -0.424 0.316
C -5.58519 14.71367 -1.19144 0.022 -0.443 1.210
H -9.58789 15.74994 -11.40054 0.637 -0.183 -0.056
H 2.15708 15.26865 -4.22548 -0.050 0.309 0.263
O -9.26604 13.92611 -10.44790 0.522 -0.008 -0.008
H -1.62284 16.87315 -21.11306 0.104 0.020 -0.076
H 4.30541 6.61397 -6.89773 -0.079 -0.297 -0.192
```
Positions in Å, forces in eV/Å.

# 3
C3H4BN | the ωB97M-V functional and the def2-TZVPD basis

Summary:
relative energy (zero: lowest compared OMol25 entry of this formula, charge and spin): 49.1 kcal/mol
LUMO energy: -0.0791 Eh
total energy: -5338.38109 eV

XYZ file:
```
9
Properties=species:S:1:pos:R:3:forces:R:3
H 0.67674 -1.39810 0.25996 -0.655 -1.195 0.010
H 1.71736 -0.42925 -0.93886 -0.683 -0.608 2.420
C -2.28599 0.00224 -0.09888 -0.302 -0.142 0.846
C -1.07089 0.53728 -0.09891 1.195 0.343 -0.325
C 1.18296 -0.48872 0.12894 2.425 2.091 -0.983
H 0.82045 1.84038 -0.30418 0.453 1.137 -0.139
N -3.26751 -0.57762 0.13789 -0.578 -0.221 -0.422
H 1.92216 -0.33155 1.00721 -1.027 -0.204 -1.689
B 0.30472 0.84535 -0.09317 -0.826 -1.202 0.282
```
Positions in Å, forces in eV/Å.

# 4
C2H6O2 | the ωB97M-V functional and the def2-TZVPD basis

Summary:
relative energy (zero: lowest compared OMol25 entry of this formula, charge and spin): 72.0 kcal/mol
LUMO energy: 0.0214 Eh
total energy: -6263.13416 eV

XYZ file:
```
10
Properties=species:S:1:pos:R:3:forces:R:3
H 0.66422 -1.46479 0.35385 2.190 3.798 -2.310
H 0.93694 0.69384 1.32812 -0.102 -0.282 -0.958
O 1.26005 -0.68592 -0.18516 -0.366 -3.846 1.188
H 1.64835 1.50964 -0.05523 -1.777 -2.533 -0.654
C 0.91463 0.58325 0.18717 -2.418 1.982 3.071
H -1.43102 1.34145 0.30010 1.869 0.638 -1.472
O -1.39354 -0.55832 0.02498 0.546 0.950 5.348
H -1.47341 -0.26053 1.10587 -0.325 -2.545 -4.157
H -0.52940 0.74354 -1.36410 -1.191 0.214 1.042
C -0.70593 0.64855 -0.25170 1.574 1.623 -1.096
```
Positions in Å, forces in eV/Å.

Number 1: largest force on an atom 3.081 eV/A. Number 2: largest force on an atom 3.027 eV/A. Number 3: largest force on an atom 3.349 eV/A. Number 4: largest force on an atom 5.459 eV/A.